P) Density functional theory data (ωB97M-V/def2-TZVPD) for an isolated ion of composition C5H16N3 and charge +1.

Results
HOMO-LUMO gap = 7.36 eV
Total charge = +1

Last column: Löwdin charge in e.
Geometry (Å):
N  3.028  0.585  -1.904  0.126
N  -2.250  -0.081  3.094  -0.017
N  -1.246  -1.067  1.272  -0.083
C  -0.518  0.427  -0.531  -0.181
C  2.115  0.289  -0.662  -0.138
C  -2.485  -0.366  1.700  -0.304
C  0.863  0.502  -1.371  -0.245
C  -0.758  -1.064  -0.141  -0.213
H  -3.434  -0.963  1.784  0.117
H  2.483  1.211  -0.056  0.163
H  0.675  1.538  -1.961  0.173
H  -1.324  0.930  -1.045  0.098
H  -1.836  0.812  3.228  0.046
H  -1.538  -1.218  -0.938  0.134
H  -0.498  1.178  0.269  0.108
H  -1.377  -2.101  1.497  0.135
H  2.937  1.666  -2.135  0.222
H  2.225  -0.523  0.043  0.138
H  0.106  -1.595  -0.133  0.065
H  2.532  0.200  -2.760  0.161
H  -1.759  -0.705  3.698  0.062
H  -2.720  0.583  1.111  0.133
H  3.954  0.171  -1.975  0.159
H  0.821  -0.409  -2.083  0.143

Q) Density functional theory data (ωB97M-V/def2-TZVPD) for an isolated ion of composition C5H16N3 and charge +1.

Results
HOMO-LUMO gap = 9.41 eV
Total charge = +1

Last column: Löwdin charge in e.
Geometry (Å):
N  -0.277  -0.369  1.713  0.215
N  -0.061  3.355  -0.421  0.008
N  -0.845  -2.268  -0.151  -0.124
C  0.342  2.119  -1.091  -0.274
C  -0.807  -0.908  -0.678  -0.186
C  -0.382  0.178  0.303  -0.272
C  0.795  1.086  -0.054  -0.139
C  0.501  -2.821  0.182  -0.084
H  -1.195  0.890  0.405  0.145
H  -1.800  -0.638  -1.021  0.128
H  0.299  -3.749  0.733  0.094
H  0.998  -2.262  0.961  0.061
H  0.566  3.558  0.340  0.062
H  -0.137  4.128  -1.069  0.081
H  1.617  0.515  -0.466  0.122
H  -0.833  0.127  2.408  0.178
H  -1.200  -2.863  -0.886  0.119
H  -0.522  1.738  -1.647  0.113
H  -0.669  -1.321  1.715  0.139
H  0.678  -0.421  2.059  0.160
H  1.015  -3.090  -0.735  0.094
H  1.115  2.275  -1.846  0.116
H  -0.243  -0.887  -1.614  0.131
H  1.043  1.629  0.860  0.114

R) Density functional theory data (ωB97M-V/def2-TZVPD) for an isolated ion of composition C5H16N3 and charge +1.

Results
HOMO-LUMO gap = 8.84 eV
Total charge = +1

Last column: Löwdin charge in e.
Geometry (Å):
N  0.107  -0.286  0.269  -0.092
N  0.148  1.586  -1.627  -0.158
N  1.926  -1.540  1.912  0.135
C  0.467  -1.961  1.914  -0.174
C  -0.659  2.909  -1.393  -0.085
C  -0.666  0.422  -2.097  -0.211
C  -0.410  -0.786  1.556  -0.214
C  -0.737  -0.610  -0.927  -0.178
H  -0.572  -1.696  -1.144  0.129
H  0.454  -2.782  1.180  0.130
H  0.291  -2.469  2.901  0.143
H  -1.481  -1.232  1.563  0.154
H  -0.509  3.695  -2.151  0.072
H  -1.706  0.755  -2.252  0.099
H  -0.442  0.014  2.377  0.148
H  -1.719  2.731  -1.377  0.053
H  2.165  -1.212  2.908  0.199
H  1.004  1.756  -2.330  0.158
H  -1.703  -0.357  -0.666  0.071
H  1.951  -0.753  1.171  0.168
H  0.133  0.695  0.216  0.055
H  -0.266  -0.005  -3.120  0.144
H  -0.387  3.336  -0.383  0.078
H  2.611  -2.207  1.501  0.174

S) Density functional theory data (ωB97M-V/def2-TZVPD) for a 2-piece molecular cluster, C5H16N3 overall.

Results
HOMO-LUMO gap = 8.08 eV
Total charge = +1

Last column: Löwdin charge in e.
Geometry (Å):
N  0.820  -2.329  2.076  0.050
N  -0.366  1.216  -0.458  -0.108
N  0.691  -0.288  -1.745  0.178
C  -1.317  1.731  0.561  0.037
C  -0.296  0.011  -0.910  -0.455
C  0.518  2.252  -1.041  -0.004
C  1.170  -1.301  0.958  -0.152
C  -1.440  -0.947  -0.698  0.005
H  2.025  -1.727  0.559  -0.028
H  -1.166  -1.977  -0.915  0.089
H  -1.698  2.609  0.212  0.073
H  0.821  -1.033  -2.406  0.135
H  0.108  3.146  -0.594  0.088
H  -0.164  -2.499  2.144  0.114
H  1.559  2.235  -0.870  0.091
H  1.245  -3.236  1.714  0.171
H  -2.050  1.049  0.606  0.036
H  1.409  0.480  -1.886  0.134
H  -1.848  -0.590  0.289  0.086
H  1.584  -0.462  1.521  0.008
H  1.205  -2.103  2.943  0.102
H  0.151  2.438  -2.052  0.119
H  -0.821  1.915  1.493  0.114
H  -2.137  -0.590  -1.501  0.118

Here are the energies relative to the best structure, in hartree: P) 0.0988; Q) 0.0000; R) 0.0456; S) 0.0899.

P) Density functional theory data (ωB97M-V/def2-TZVPD) for a 2-piece molecular cluster, C5H16N3 overall.

Results
HOMO-LUMO gap = 10.24 eV
Total charge = +1

Last column: Löwdin charge in e.
Geometry (Å):
N  -2.422  -0.629  -1.449  0.016
N  -2.039  -0.124  -0.201  -0.265
N  0.401  0.441  -0.828  0.157
C  2.701  1.396  -0.435  -0.049
C  1.950  -1.651  1.403  0.048
C  1.989  -0.958  0.286  -0.160
C  -2.547  -0.749  1.047  -0.065
C  1.608  0.540  0.156  -0.299
H  -0.585  0.143  -0.568  0.037
H  -2.652  0.088  1.857  0.120
H  -3.656  -1.010  0.873  0.102
H  0.809  -0.211  -1.523  0.153
H  -2.151  0.909  -0.252  0.142
H  1.411  -1.267  2.257  0.067
H  3.396  0.932  -1.203  0.124
H  2.505  -1.234  -0.585  0.090
H  0.230  1.311  -1.349  0.156
H  3.296  1.638  0.360  0.059
H  2.190  -2.770  1.402  0.107
H  -3.322  -0.378  -1.700  0.062
H  1.198  1.008  1.122  0.173
H  -2.101  -1.633  1.346  0.040
H  -1.982  -1.537  -1.635  0.111
H  2.467  2.347  -0.824  0.073

Q) Density functional theory data (ωB97M-V/def2-TZVPD) for a 2-piece molecular cluster, C5H16N3 overall.

Results
HOMO-LUMO gap = 10.54 eV
Total charge = +1

Last column: Löwdin charge in e.
Geometry (Å):
N  -0.514  1.048  1.433  0.182
N  -0.237  0.954  -0.891  0.061
N  0.073  2.937  0.369  0.154
C  -0.684  -2.425  -0.279  -0.125
C  0.341  -2.402  0.924  -0.353
C  -0.036  1.623  0.233  -0.433
C  1.624  -2.955  0.467  -0.158
C  -0.606  1.639  -2.230  0.001
H  1.862  -2.571  -0.580  0.094
H  -0.048  -0.023  -1.009  0.092
H  -1.114  -3.521  -0.513  0.133
H  0.474  1.820  -2.733  0.137
H  -1.293  1.004  -2.798  0.085
H  -1.146  0.356  1.481  0.055
H  0.863  3.594  -0.096  0.210
H  0.164  1.105  2.205  0.136
H  -1.532  -2.070  0.247  0.022
H  1.425  -4.019  0.228  0.090
H  -0.511  -1.759  -1.224  0.080
H  0.513  -1.455  1.301  0.029
H  -0.059  3.255  1.410  0.179
H  -0.064  -3.082  1.843  0.167
H  -1.037  2.659  -1.988  0.095
H  2.413  -2.751  1.161  0.067

Here are the energies relative to the best structure, in hartree: P) 0.0313; Q) 0.0000.